No. 1
13
Properties=species:S:1:pos:R:3:forces:R:3:lowdin_charge:R:1 method="wB97M-V/def2-TZVPD" molar_mass_g_mol=85.11 de_lowest_kj_mol=230.1 total_energy_ha=-286.54401 lumo_ha=0.0389 gap_ev=10.7 smiles="O=CCN1CC1" total_charge=0
O -0.39091 -0.97819 2.96028 0.1 0.4 -0.4 0.05
C -0.15421 -0.26081 2.01944 -0.1 -0.3 0.2 -0.24
C -0.56841 -0.60140 0.60118 0.0 -0.1 0.0 -0.18
N -0.41637 0.54663 -0.26765 -0.1 0.0 0.1 -0.14
C 0.90626 0.74686 -0.83322 0.3 0.1 0.0 -0.15
C -0.21599 0.27283 -1.67776 -0.1 -0.1 -0.2 -0.15
H 0.40249 0.69478 2.13623 -0.1 -0.1 0.0 0.13
H -1.61642 -0.92046 0.61733 0.1 0.0 0.0 0.13
H 0.03153 -1.47633 0.28414 0.0 0.1 0.0 0.13
H 1.67896 0.01761 -0.58638 -0.1 0.1 0.0 0.11
H 1.24482 1.77774 -0.88812 -0.1 -0.2 0.0 0.10
H -0.71682 0.94911 -2.36536 0.1 -0.1 0.1 0.10
H -0.18493 -0.76836 -2.00010 0.0 0.1 0.1 0.11

***

No. 2
13
Properties=species:S:1:pos:R:3:forces:R:3:lowdin_charge:R:1 method="wB97M-V/def2-TZVPD" molar_mass_g_mol=85.11 de_lowest_kj_mol=453.2 total_energy_ha=-286.45905 lumo_ha=0.0324 gap_ev=10.2 total_charge=0
C -2.55044 0.57668 -0.19646 -1.6 1.3 -1.5 -0.08
C -2.09188 -0.59617 0.09534 6.1 -0.3 -0.6 0.00
C -0.01551 -0.91538 0.00522 -4.0 2.0 0.4 -0.39
C 1.90999 0.56407 -0.14278 -1.0 -0.8 0.7 -0.02
N 0.55538 -2.00434 -0.03371 2.2 -1.3 0.0 0.10
O 0.46230 0.31859 0.09537 1.5 0.8 -0.1 -0.12
H -3.68854 0.64836 -0.20748 1.5 0.3 0.1 0.08
H -1.94898 1.40515 -0.70008 -0.8 -1.2 1.3 0.09
H -2.40517 -1.55588 0.31619 -1.2 -1.3 0.7 0.03
H 2.19672 1.34580 0.53180 -0.1 0.6 0.2 0.08
H 1.96496 0.89195 -1.16264 0.4 -0.1 -0.5 0.08
H 2.58718 -0.27537 0.11907 -0.7 0.2 -0.5 0.08
H 1.63314 -1.90693 0.02128 -2.2 -0.3 -0.2 0.08

***

No. 3
13
Properties=species:S:1:pos:R:3:forces:R:3:lowdin_charge:R:1 method="wB97M-V/def2-TZVPD" molar_mass_g_mol=85.11 de_lowest_kj_mol=296.0 total_energy_ha=-286.51890 lumo_ha=0.0337 gap_ev=10.5 smiles="C[C@H]1CC(=O)N1" total_charge=0
C 0.85406 0.61813 1.30614 -0.1 0.1 -0.1 -0.06
C 0.44397 0.20763 -0.09623 0.0 0.4 0.1 -0.40
C -0.10494 -1.21184 -0.30820 -0.8 0.3 0.8 -0.04
C -0.99684 -0.64909 -1.34568 -1.1 1.4 -0.4 -0.45
O -1.65157 -0.96499 -2.29874 0.8 0.4 0.9 0.11
N -0.91159 0.63353 -0.53936 0.0 0.6 -1.4 0.02
H 0.92926 1.70952 1.38163 0.0 -0.2 0.0 0.08
H 0.12181 0.27010 2.04324 0.1 0.1 -0.1 0.08
H 1.83271 0.19834 1.56477 -0.2 0.0 -0.1 0.08
H 1.19873 0.51801 -0.82801 0.0 -0.2 0.0 0.14
H 0.48859 -2.14721 -0.41645 -0.9 0.7 0.5 0.13
H -1.07707 -0.76035 0.36208 1.9 -3.5 0.3 0.21
H -1.12713 1.57822 -0.82519 0.1 -0.1 -0.5 0.12

***

No. 4
13
Properties=species:S:1:pos:R:3:forces:R:3:lowdin_charge:R:1 method="wB97M-V/def2-TZVPD" molar_mass_g_mol=85.11 de_lowest_kj_mol=526.0 total_energy_ha=-286.43130 lumo_ha=-0.0274 gap_ev=8.4 smiles="O=NC1=CCC1.[H][H]" total_charge=0
O -0.71759 -2.25629 -0.99651 0.4 0.0 0.3 -0.05
N 0.25226 -2.01732 -0.30431 -0.4 0.0 -0.3 0.00
C 0.41440 -0.63007 -0.03098 0.0 0.2 0.0 -0.27
C -0.22834 0.48545 -0.41243 -0.1 -0.1 -0.1 0.01
C 0.68537 1.37551 0.39717 0.0 0.2 0.0 -0.15
C 1.44236 0.07534 0.81907 0.2 -0.1 0.1 -0.12
H -1.07780 0.68190 -1.05745 0.1 0.0 0.1 0.09
H 1.27684 2.09105 -0.18342 -0.1 -0.1 0.1 0.11
H 0.19254 1.90534 1.21916 0.1 -0.1 -0.1 0.11
H 2.47334 0.01263 0.45822 -0.1 0.0 0.1 0.11
H 1.41817 -0.15133 1.88905 0.0 0.0 -0.2 0.11
H -2.78150 -1.02031 -0.95454 -0.1 0.1 0.0 0.01
H -3.35005 -0.55189 -0.84303 0.0 0.0 0.0 0.04

***

No. 5
13
Properties=species:S:1:pos:R:3:forces:R:3:lowdin_charge:R:1 method="wB97M-V/def2-TZVPD" molar_mass_g_mol=85.11 de_lowest_kj_mol=130.1 total_energy_ha=-286.58211 lumo_ha=0.0337 gap_ev=10.1 total_charge=0
C -0.05737 -0.77310 -1.37876 -0.1 0.0 0.1 0.04
C -0.27460 -0.45526 -0.09693 0.2 -0.1 -0.1 -0.45
C 0.27518 -1.24499 1.06228 0.0 0.0 0.0 -0.05
N -1.08196 0.64017 0.28954 0.2 0.3 -0.1 0.09
C -0.59876 1.80715 0.19160 -0.3 -0.1 0.1 -0.27
O 0.61826 2.16674 -0.25529 0.0 -0.2 -0.1 0.04
H -0.51172 -0.19831 -2.18215 0.1 -0.1 0.1 0.07
H 0.50644 -1.66271 -1.64805 -0.1 0.2 0.1 0.06
H 0.71691 -0.57030 1.80496 -0.1 -0.1 -0.1 0.08
H 1.03773 -1.95408 0.72798 -0.1 0.1 0.0 0.08
H -0.52285 -1.80047 1.56762 0.1 0.1 -0.1 0.08
H -1.17655 2.67881 0.49630 0.1 -0.2 0.0 0.13
H 1.06928 1.36635 -0.57911 0.0 0.1 0.0 0.10

***

No. 6
13
Properties=species:S:1:pos:R:3:forces:R:3:lowdin_charge:R:1 method="wB97M-V/def2-TZVPD" molar_mass_g_mol=85.11 de_lowest_kj_mol=252.4 total_energy_ha=-286.53552 lumo_ha=0.0324 gap_ev=9.6 smiles="C=C(O)[C@H]1CN1" total_charge=0
C 1.84557 -0.61451 0.49177 -0.1 -0.3 0.1 0.04
C 0.75040 0.03779 0.08615 0.1 -0.3 0.0 -0.38
O 0.72370 1.39206 0.27538 0.0 0.0 0.1 0.03
C -0.50268 -0.53744 -0.45520 0.2 -0.2 0.1 -0.26
C -1.78697 -0.01989 0.10144 -0.1 0.0 0.2 -0.13
N -1.42501 0.22643 -1.28626 0.1 0.2 -0.2 0.03
H 2.15451 -1.58970 0.15239 -0.4 -0.3 0.2 0.06
H 2.43198 -0.14241 1.27767 0.4 0.1 -0.5 0.06
H 1.67168 1.56952 0.36186 -0.4 0.6 0.1 0.10
H -0.43263 -1.59729 -0.68674 0.0 0.2 0.0 0.14
H -1.73465 0.80634 0.80823 0.1 -0.1 -0.2 0.11
H -2.61358 -0.70961 0.25974 0.2 0.1 -0.1 0.10
H -1.08232 1.17870 -1.38642 0.0 -0.1 0.0 0.09

***

No. 7
13
Properties=species:S:1:pos:R:3:forces:R:3:lowdin_charge:R:1 method="wB97M-V/def2-TZVPD" molar_mass_g_mol=85.11 de_lowest_kj_mol=344.6 total_energy_ha=-286.50041 lumo_ha=0.0350 gap_ev=10.8 smiles="C1=NC1.CC=O" total_charge=0
C 1.04242 0.34761 -1.05161 -0.2 0.2 -0.3 -0.20
N 0.09477 1.09702 -1.39089 0.7 -0.2 0.0 0.11
C 0.04115 -0.36524 -1.82274 0.0 -0.3 -0.2 -0.14
H 1.96790 0.39501 -0.48069 -0.3 0.0 -0.2 0.12
H 0.22313 -0.55037 -2.88236 -0.1 0.0 0.2 0.08
H -0.72526 -0.98633 -1.33904 0.4 0.3 -0.2 0.08
C 0.12478 -0.32054 1.53344 -0.1 -0.1 0.2 -0.07
C -0.99978 0.47116 0.89159 -0.3 -0.2 0.1 -0.36
O -1.96478 -0.06321 0.39612 0.4 0.2 0.3 0.02
H 1.02321 0.27761 1.73417 -0.3 -0.1 -0.1 0.07
H 0.38653 -1.22267 0.95955 -0.2 0.3 0.2 0.08
H -0.28971 -0.65456 2.49187 0.2 0.0 0.0 0.09
H -0.92435 1.57449 0.96059 -0.1 -0.2 0.0 0.12

***

No. 8
13
Properties=species:S:1:pos:R:3:forces:R:3:lowdin_charge:R:1 method="wB97M-V/def2-TZVPD" molar_mass_g_mol=85.11 de_lowest_kj_mol=505.9 total_energy_ha=-286.43897 lumo_ha="-0.0132 / -0.0053" gap_ev="8.5 / 8.9" total_charge=0
C -1.31966 -1.38482 -0.26059 0.0 0.1 0.2 -0.13
N 0.00175 -0.83544 -0.03320 -0.1 -1.3 0.0 -0.02
C 0.41765 0.78043 1.27707 -1.2 0.5 -0.9 0.14
C 0.28042 0.48180 -0.31022 -0.2 0.9 1.8 -0.42
C 1.60333 0.85633 -0.89460 0.3 0.4 -0.1 -0.24
O 1.78895 1.91159 -1.45018 0.0 -0.5 0.1 0.05
H -1.43672 -2.23660 0.41438 -0.2 0.2 0.0 0.07
H -1.44229 -1.79610 -1.28254 0.4 0.3 0.2 0.09
H -2.12947 -0.66295 -0.10411 0.0 0.0 0.0 0.08
H -0.23855 1.59291 1.61424 -0.2 -0.4 -0.3 0.05
H 0.64517 0.11954 2.11578 0.7 -0.3 -1.0 0.06
H -0.56078 1.08192 -0.71218 0.5 0.0 0.1 0.15
H 2.40857 0.13553 -0.64903 0.1 0.1 -0.2 0.13